# C5H7N

C5H7N in the gas phase at a distorted geometry (the ωB97M-V functional and the def2-TZVPD basis, OMol25).

Structure (XYZ):
```
13
Properties=species:S:1:pos:R:3:forces:R:3:lowdin_charge:R:1
N -0.34752 -2.70138 -1.51146 -0.170 1.006 0.344 0.139
C -0.45682 -1.60359 -1.16103 0.148 -0.828 -0.265 -0.202
C -0.50896 -0.21401 -0.70894 0.191 0.057 -0.119 -0.283
C -0.81029 0.01525 0.79920 -0.035 0.003 0.203 -0.134
C 0.52964 0.78003 0.96134 -0.057 0.034 0.144 -0.167
C 0.90230 0.44773 -0.50030 -0.040 -0.062 -0.203 -0.129
H -1.18445 0.33775 -1.37290 0.246 -0.044 0.128 0.140
H -1.71311 0.60032 0.99124 0.126 -0.126 -0.042 0.105
H -0.86193 -0.91199 1.37328 -0.011 0.115 -0.086 0.110
H 0.41479 1.84960 1.15842 -0.021 -0.177 -0.049 0.102
H 1.20172 0.36484 1.71725 -0.096 0.080 -0.144 0.102
H 1.72385 -0.26779 -0.59759 -0.193 0.103 -0.002 0.110
H 1.11078 1.30327 -1.14850 -0.089 -0.160 0.090 0.105
```
Forces are in eV/Å.

E_tot = -6787.533 eV
Spin multiplicity = 1
Kohn-Sham gap = 0.44439 Ha

=====

# C5H7N

A molecular structure, C5H7N at a distorted geometry (the ωB97M-V functional and the def2-TZVPD basis, OMol25).

Structure (XYZ):
```
13
Properties=species:S:1:pos:R:3:forces:R:3:lowdin_charge:R:1
C -2.56649 -0.10068 -0.12079 -0.947 0.309 -0.287 -0.331
C -0.01132 -0.32796 0.17981 0.825 -0.114 -2.033 0.059
C -1.90602 -1.06797 0.36883 5.575 -0.457 0.566 0.026
C 1.40706 -0.57452 0.22642 -7.183 2.252 -0.527 -0.199
C 2.36270 0.54089 0.03872 0.338 0.815 -0.296 -0.139
N -3.11708 0.92097 -0.46201 1.269 -0.040 4.385 0.189
H -0.31605 0.54342 -0.47827 0.467 -0.584 1.349 0.056
H -1.99519 -2.00557 0.89467 -0.422 0.376 -0.232 0.053
H 1.72275 -1.46563 0.58279 1.161 -2.681 1.225 0.036
H 2.20274 1.25761 0.87060 0.327 -0.171 -0.657 0.086
H 2.34935 1.07628 -0.94762 -0.322 -0.496 0.891 0.092
H 3.34675 0.10594 0.14642 0.456 0.198 0.036 0.060
H -3.47919 1.09723 -1.29955 -1.545 0.594 -4.419 0.014
```
Forces are in eV/Å.

E_tot = -6783.020 eV
Spin multiplicity = 1
Kohn-Sham gap = 0.33311 Ha

=====

# C5H7N

C5H7N in the gas phase (the ωB97M-V functional and the def2-TZVPD basis, OMol25).

Structure (XYZ):
```
13
Properties=species:S:1:pos:R:3:forces:R:3:lowdin_charge:R:1
C 1.72110 -0.05365 -0.18361 0.469 0.184 0.348 -0.058
C 0.48731 0.04879 0.66756 -0.022 -0.079 -0.493 -0.341
C -0.33959 1.15023 0.55541 -0.234 0.025 -0.133 -0.081
C -1.56046 0.70202 -0.00418 -0.149 0.056 0.257 -0.093
C -1.46607 -0.66449 -0.15990 -0.269 -0.069 0.424 -0.121
N -0.28116 -1.06230 0.37866 -0.266 -0.064 -0.307 0.010
H 2.35320 -0.90770 0.06758 0.187 0.137 -0.016 0.069
H 1.23027 -0.25429 -1.15235 0.820 0.236 -0.153 0.091
H 2.29052 0.87843 -0.23476 0.036 -0.298 0.079 0.079
H -0.04603 2.18318 0.71839 0.019 -0.278 -0.204 0.103
H -2.39870 1.32091 -0.27564 -0.118 -0.070 0.041 0.088
H -2.14642 -1.38511 -0.57894 -0.250 0.028 0.192 0.104
H 0.15603 -1.95604 0.20180 -0.222 0.190 -0.036 0.149
```
Forces are in eV/Å.

E_tot = -6787.197 eV
Spin multiplicity = 1
Kohn-Sham gap = 0.32756 Ha

=====

# C5H7N

C5H7N in the gas phase (the ωB97M-V functional and the def2-TZVPD basis, OMol25).

Structure (XYZ):
```
13
Properties=species:S:1:pos:R:3:forces:R:3:lowdin_charge:R:1
C 1.93244 0.03714 0.15104 0.103 -0.008 0.027 -0.063
C 0.43904 -0.04019 0.07208 -0.042 -0.027 -0.025 -0.301
C -0.48851 0.96188 0.53009 0.027 0.031 0.075 -0.058
C -1.74027 0.51169 0.25780 0.022 0.176 -0.003 -0.146
N -1.65545 -0.72373 -0.36217 0.076 0.296 -0.115 -0.015
C -0.30454 -1.03930 -0.48126 0.139 0.108 -0.040 -0.101
H 2.25982 0.50189 1.08631 -0.028 -0.087 -0.113 0.074
H 2.38828 -0.95580 0.08593 -0.070 0.146 0.006 0.074
H 2.33058 0.64059 -0.67431 -0.038 -0.075 0.151 0.077
H -0.23756 1.91512 0.97544 0.000 -0.189 0.152 0.100
H -2.71990 0.92423 0.46010 0.210 0.154 -0.131 0.107
H -2.21633 -0.74548 -1.20136 -0.312 -0.784 0.074 0.137
H 0.01238 -1.98803 -0.89968 -0.087 0.259 -0.059 0.115
```
Forces are in eV/Å.

E_tot = -6788.116 eV
Spin multiplicity = 1
Kohn-Sham gap = 0.34736 Ha

=====

# C5H7N

C5H7N in the gas phase at a distorted geometry (the ωB97M-V functional and the def2-TZVPD basis, OMol25).

Structure (XYZ):
```
13
Properties=species:S:1:pos:R:3:forces:R:3:lowdin_charge:R:1
N 2.12097 -0.94714 1.53348 -0.400 0.373 -0.679 0.155
C 1.66155 -0.44325 0.60061 2.175 -0.257 0.155 -0.266
C 1.14349 0.24653 -0.59028 0.304 0.032 -0.050 -0.122
C -0.22757 0.63205 -0.10891 0.464 -0.103 0.536 -0.412
C -0.74187 -0.41816 0.80900 -2.308 0.550 -1.001 -0.085
C -1.48266 0.11054 -0.63994 -0.234 -0.626 1.018 -0.037
H 1.10155 -0.44612 -1.43858 0.036 0.079 0.167 0.129
H 1.76823 1.09652 -0.85671 0.167 -0.067 -0.055 0.118
H -0.34928 1.61080 0.35060 0.427 0.003 -0.159 0.148
H -0.76470 -0.15560 1.88249 -1.240 0.111 -0.812 0.109
H -0.48421 -1.46365 0.70545 0.369 0.215 -0.453 0.084
H -1.40985 -0.60515 -1.47221 -0.002 -0.031 0.757 0.095
H -2.33565 0.78263 -0.77499 0.241 -0.279 0.575 0.085
```
Forces are in eV/Å.

E_tot = -6785.992 eV
Spin multiplicity = 1
Kohn-Sham gap = 0.39456 Ha

=====

# C5H7N

C5H7N in the gas phase at a distorted geometry (the ωB97M-V functional and the def2-TZVPD basis, OMol25).

Structure (XYZ):
```
13
Properties=species:S:1:pos:R:3:forces:R:3:lowdin_charge:R:1
C 1.02876 -0.53935 -0.56176 0.498 6.003 4.386 -0.189
C 0.66917 -2.48558 -1.93924 -0.238 -1.248 -0.461 0.072
C 0.03725 0.20093 0.04760 1.095 -1.899 -1.398 -0.291
C -1.30102 -0.49460 0.09809 -0.200 1.555 2.864 -0.060
C 0.31016 1.52632 0.71536 0.234 0.642 -0.707 -0.071
N 0.77473 -1.67632 -1.11385 -0.069 -2.908 -2.154 -0.089
H 2.08164 -0.22203 -0.36052 -0.807 -0.409 -0.836 0.139
H -1.39353 -1.17838 1.00919 0.278 0.978 -0.928 0.117
H -2.02422 0.31607 0.22423 -0.469 -0.463 -0.114 0.077
H -1.52261 -1.10460 -0.71705 -0.292 -0.692 -1.524 0.039
H 0.11630 1.39102 1.79206 0.004 0.600 -0.352 0.086
H 1.35673 1.77134 0.52888 0.292 -0.317 0.519 0.061
H -0.13337 2.49519 0.27702 -0.326 -1.842 0.705 0.109
```
Forces are in eV/Å.

E_tot = -6786.101 eV
Spin multiplicity = 1
Kohn-Sham gap = 0.36026 Ha

=====

# C5H7N

A molecular structure, C5H7N at a distorted geometry (the ωB97M-V functional and the def2-TZVPD basis, OMol25).

Structure (XYZ):
```
13
Properties=species:S:1:pos:R:3:forces:R:3:lowdin_charge:R:1
C 1.60718 0.50579 -0.14973 0.177 0.112 0.033 -0.058
C 0.44821 -0.44995 -0.19175 0.299 -0.081 0.276 -0.435
C -0.48777 -0.52794 0.91398 0.506 -0.571 0.126 0.055
C -0.80419 -0.06840 -0.93960 -0.172 -0.218 0.360 -0.056
C -1.84912 0.53697 -0.19364 -1.082 1.014 0.318 -0.368
N -2.72406 0.91061 0.48654 0.200 0.304 -0.958 0.117
H 2.10779 0.50363 -1.12157 0.035 0.091 0.143 0.082
H 2.32005 0.21011 0.62555 0.023 0.093 -0.091 0.081
H 1.24770 1.51984 0.05096 0.103 -0.130 0.023 0.089
H 0.72305 -1.47395 -0.45679 0.088 0.216 -0.449 0.150
H -0.51573 0.29952 1.63034 -0.216 -0.202 -0.504 0.112
H -1.01366 -1.41104 1.24224 0.243 -0.256 -0.285 0.111
H -1.05945 -0.55517 -1.89652 -0.203 -0.371 1.010 0.120
```
Forces are in eV/Å.

E_tot = -6784.550 eV
Spin multiplicity = 1
Kohn-Sham gap (alpha / beta) = 0.29624 / 0.29622 Ha

=====

# C5H7N

C5H7N in the gas phase at a distorted geometry (the ωB97M-V functional and the def2-TZVPD basis, OMol25).

Structure (XYZ):
```
13
Properties=species:S:1:pos:R:3:forces:R:3:lowdin_charge:R:1
C 2.26339 -1.11420 0.05579 1.461 -0.991 -0.182 0.117
C 1.32570 -0.37806 0.07292 -0.960 0.887 -0.257 -0.128
C 0.20285 0.53897 0.05938 1.233 1.005 -0.404 -0.340
C 0.39285 1.85182 -0.22095 -0.372 -1.304 0.972 0.070
C -1.13321 -0.04867 0.40747 -0.820 0.258 1.737 -0.288
N -1.45133 -1.31266 -0.24141 -0.804 0.300 -1.191 -0.023
H 3.15614 -1.72708 -0.02799 -0.764 0.404 0.184 0.040
H 1.34176 2.33161 -0.42364 0.014 -0.320 -0.045 0.068
H -0.44996 2.48441 -0.00963 -0.297 0.404 -0.451 0.055
H -1.18718 -0.15900 1.56413 0.152 -0.061 -1.779 0.141
H -1.92779 0.71217 0.17088 0.682 -0.839 0.111 0.122
H -1.79713 -1.12639 -1.22067 0.932 -0.670 1.532 0.095
H -0.73608 -2.05291 -0.18628 -0.458 0.926 -0.227 0.070
```
Forces are in eV/Å.

E_tot = -6785.737 eV
Spin multiplicity = 1
Kohn-Sham gap = 0.37477 Ha

=====

# C5H7N

A molecular structure, C5H7N at a distorted geometry (the ωB97M-V functional and the def2-TZVPD basis, OMol25).

Structure (XYZ):
```
13
Properties=species:S:1:pos:R:3:forces:R:3:lowdin_charge:R:1
C 1.49417 0.20078 1.06050 0.454 0.136 0.188 -0.041
N 0.47342 0.12501 0.06421 0.815 -0.184 -0.398 -0.127
C -1.82479 0.03096 -0.45254 -0.519 -0.348 -0.962 -0.034
C -0.66130 -0.75127 -0.00435 0.190 0.131 0.662 -0.356
C -0.70158 -0.59368 -1.49753 -1.410 0.452 0.834 -0.070
C 0.41615 0.28007 -1.27342 -0.171 0.324 0.292 -0.080
H 2.09568 -0.71363 1.08294 0.024 0.062 0.018 0.091
H 1.05103 0.34724 2.04958 -0.018 0.023 -0.168 0.093
H 2.13753 1.04821 0.83090 0.109 -0.010 0.100 0.088
H -2.74702 -0.43073 -0.10829 -0.252 -0.434 -1.061 0.079
H -1.97079 1.11212 -0.47841 0.803 -0.151 0.449 0.093
H -0.74784 -1.66674 0.57741 0.095 0.269 0.002 0.148
H 0.98534 1.01167 -1.85101 -0.119 -0.270 0.045 0.117
```
Forces are in eV/Å.

E_tot = -6783.170 eV
Spin multiplicity = 1
Kohn-Sham gap = 0.31771 Ha